104
Properties=species:S:1:pos:R:3:forces:R:3:mulliken_charge:R:1 method="wB97M-V/def2-TZVPD" e_homo_ev="-6.43 / -6.26"
Sr -0.7702 -0.9143 0.5927 0.134 -0.300 -1.247 0.802
C -3.8187 -3.4350 -0.8864 0.062 -0.063 0.061 -1.198
C -3.3232 -4.3967 0.2023 -0.246 -0.275 -0.010 0.740
C -4.1692 -4.2192 1.4703 0.140 -0.128 -0.112 -1.603
C -1.8249 -4.2450 0.4385 -0.570 -0.057 0.070 0.083
C -0.9618 -4.1850 -0.6455 -0.022 0.060 -0.176 -0.299
C 0.3980 -4.0373 -0.4686 0.000 0.064 -0.145 -0.851
C 0.9455 -3.9532 0.8011 0.025 0.076 0.142 0.983
C 2.4141 -3.7528 0.9749 0.410 0.194 0.098 -1.637
C 0.0905 -4.0532 1.8894 0.283 0.071 -0.042 -0.844
C -1.2711 -4.1920 1.7101 -0.270 -0.022 -0.008 0.108
H -4.9078 -3.4367 -0.9374 -0.016 -0.070 -0.023 0.494
H -3.4357 -3.6887 -1.8753 0.003 -0.027 0.002 0.335
H -3.5069 -2.4140 -0.6663 -0.035 0.102 0.008 0.108
H -3.4760 -5.4291 -0.1586 -0.014 0.239 0.083 0.280
H -4.0338 -3.2224 1.8877 0.004 0.117 0.051 0.236
H -3.9149 -4.9456 2.2429 0.014 -0.002 -0.008 0.418
H -5.2325 -4.3363 1.2538 0.082 -0.018 -0.107 0.450
H -1.3632 -4.2449 -1.6418 -0.017 0.017 -0.248 0.312
H 1.0476 -3.9691 -1.3245 0.103 0.045 -0.233 0.338
H 2.6366 -3.2405 1.9135 -0.009 -0.090 -0.001 0.285
H 2.8196 -3.1376 0.1682 0.007 -0.100 0.010 0.269
H 2.9490 -4.7044 0.9701 0.022 0.006 0.016 0.408
H 0.4997 -4.0085 2.8846 0.028 0.087 0.250 0.326
H -1.9115 -4.2488 2.5718 -0.045 0.002 0.198 0.324
C 6.0176 1.7398 2.6292 -0.045 -0.081 0.054 -1.438
C 4.9780 2.4897 3.4189 0.180 0.195 0.245 1.030
C 5.3914 3.4950 4.3087 -0.716 -0.123 -0.110 -0.813
C 4.4593 4.2090 5.0595 0.055 -0.030 -0.031 -0.621
C 3.1039 3.9309 4.9260 0.182 -0.250 -0.207 -1.161
C 2.6794 2.9377 4.0417 0.021 0.126 -0.017 -0.025
C 3.6016 2.2055 3.2768 -0.066 0.502 1.100 0.028
N 3.1950 1.1841 2.3714 0.799 0.758 -0.741 -0.083
C 1.9127 0.6577 2.2636 -0.526 -0.230 -0.231 -1.237
N 1.5116 0.1547 3.4884 0.376 -0.229 -0.109 0.461
C 0.3813 -0.5432 3.9711 -1.627 -0.214 0.130 -0.336
C -0.6885 -0.9576 3.1673 0.211 0.078 0.045 0.744
C -1.8115 -1.6109 3.6708 0.902 0.553 0.086 -1.457
C -1.9051 -1.8597 5.0313 -0.092 -0.148 0.268 -0.603
C -0.8775 -1.4454 5.8749 0.234 0.181 -0.777 -1.030
C 0.2578 -0.7819 5.3650 -0.172 -0.267 0.316 1.408
C 1.3174 -0.3446 6.3445 -0.005 0.069 -0.077 -1.625
N 1.2554 0.6088 1.1397 0.628 -1.279 1.581 2.147
C 1.8053 1.1243 -0.0420 0.896 0.434 -0.738 -1.753
C 2.5349 0.2670 -0.8747 0.242 0.295 -0.234 0.146
C 3.1215 0.7394 -2.0481 -0.184 0.042 0.281 -0.852
C 2.9762 2.0775 -2.4026 -0.099 0.123 0.193 -0.746
C 2.2324 2.9370 -1.5928 0.190 -0.710 0.071 -0.765
C 1.6242 2.4664 -0.4181 0.320 0.237 -0.304 1.573
C 0.8331 3.4138 0.4384 -0.380 0.016 -0.190 -1.389
H 7.0321 2.0139 2.9377 -0.251 0.058 -0.039 0.399
H 5.9194 1.9682 1.5631 0.075 -0.207 -0.004 0.307
H 5.9107 0.6611 2.7835 -0.045 0.080 -0.219 0.305
H 6.4482 3.7278 4.4232 -0.155 -0.167 -0.128 0.350
H 4.7914 4.9852 5.7440 -0.036 -0.124 -0.101 0.384
H 2.3724 4.4914 5.5024 0.081 -0.123 -0.125 0.442
H 1.6101 2.7639 3.9407 0.188 -0.110 -0.090 0.505
H 3.5967 1.3964 1.4629 -0.187 -0.373 -0.120 0.533
H 2.2701 0.1790 4.1549 -0.084 0.093 -0.068 0.203
H -2.6015 -1.9146 2.9915 -0.144 0.000 0.099 0.301
H -2.7760 -2.3673 5.4365 0.068 0.055 0.032 0.421
H -0.9682 -1.6374 6.9422 0.176 0.138 -0.169 0.304
H 1.0271 -0.5611 7.3782 0.005 -0.023 -0.261 0.387
H 1.4798 0.7357 6.2733 0.189 -0.071 -0.003 0.259
H 2.2558 -0.8731 6.1487 0.114 0.171 0.082 0.378
H 2.6411 -0.7790 -0.5980 -0.050 0.123 0.011 0.345
H 3.6850 0.0627 -2.6845 -0.091 0.069 0.094 0.408
H 3.4311 2.4511 -3.3164 -0.075 -0.042 0.134 0.417
H 2.1189 3.9778 -1.8882 -0.103 -0.211 0.127 0.422
H 0.4802 4.2702 -0.1462 0.255 -0.059 0.002 0.488
H 1.4546 3.7888 1.2565 -0.203 0.004 0.124 0.336
H -0.0547 2.9254 0.8526 0.421 0.279 -0.043 0.079
C -1.4526 -1.3730 -6.5255 0.022 -0.117 -0.125 -1.376
C -2.4678 -0.9249 -5.4877 -0.057 0.266 -0.063 -0.101
C -1.7945 -0.5395 -4.1762 -0.049 -0.276 -0.315 -0.672
N -2.7750 -0.0628 -3.2048 0.114 0.613 0.369 0.213
C -2.4929 0.7492 -2.1576 0.399 -0.955 -0.788 -0.165
S -3.1452 0.3970 -0.6628 -0.919 0.364 0.672 -0.427
N -1.6829 1.8421 -2.2967 -0.070 0.467 0.209 0.474
C -1.1968 2.5695 -3.3783 1.536 0.267 -0.698 0.055
O -0.0818 3.0842 -3.3239 -1.578 -0.449 0.240 -0.494
C -2.0378 2.7421 -4.5922 -0.482 -0.016 -0.331 0.474
C -1.3982 2.9106 -5.8274 -0.206 -0.010 -0.192 -0.564
C -2.1509 3.1052 -6.9865 0.000 -0.044 0.326 -0.609
C -3.5428 3.1480 -6.9136 0.022 -0.030 0.169 -0.400
C -4.1840 3.0060 -5.6829 0.258 0.031 0.044 -0.756
C -3.4342 2.8111 -4.5206 -0.006 -0.076 -0.358 0.008
H -1.9585 -1.6512 -7.4552 0.135 0.012 0.089 0.396
H -0.8872 -2.2413 -6.1725 -0.001 0.091 -0.067 0.337
H -0.7441 -0.5699 -6.7523 -0.053 -0.095 0.030 0.304
H -3.1896 -1.7315 -5.3117 0.026 0.064 0.063 0.365
H -3.0375 -0.0770 -5.8833 0.030 0.021 0.117 0.150
H -1.0006 0.1923 -4.3317 -0.160 0.012 0.074 0.214
H -1.3168 -1.4189 -3.7273 0.142 0.167 -0.053 0.395
H -3.4363 -0.7834 -2.9325 0.152 0.235 0.048 0.315
H -1.2294 2.1093 -1.4320 0.058 -0.157 0.014 -0.129
H -0.3118 2.8922 -5.8879 -0.217 -0.033 0.168 0.457
H -1.6514 3.2314 -7.9438 -0.068 -0.035 0.172 0.395
H -4.1291 3.3038 -7.8161 0.090 -0.037 0.149 0.397
H -5.2688 3.0538 -5.6268 0.194 0.007 0.015 0.405
H -3.9512 2.7246 -3.5691 0.166 -0.050 -0.063 0.429
O -1.2633 1.2518 1.7863 1.177 0.416 1.783 -0.211
O -0.3881 1.7664 2.5690 -2.208 0.159 -0.569 -0.097
H -0.3092 -0.4679 -1.7116 0.007 -0.346 0.302 -0.221



7
Properties=species:S:1:pos:R:3:forces:R:3:mulliken_spin:R:1 method="wB97M-V/def2-TZVPD" e_homo_ev="-8.33 / -8.09" multiplicity=5 s2=6.46
O 1.0827 -0.9957 -0.4133 0.861 1.605 0.291 0.004
C 1.8189 -0.0796 -0.2256 1.822 -2.188 -0.907 -0.005
O 2.8250 0.4878 -0.1686 -1.572 0.678 0.392 0.022
Cr -0.8942 -1.3228 -0.3834 -1.542 0.089 0.349 4.630
O -2.1696 -0.2779 0.8300 -0.046 -0.255 -1.947 -0.100
C -1.6196 0.5647 -0.0121 2.115 2.175 4.113 -0.479
O -1.0433 1.6235 0.3730 -1.639 -2.103 -2.289 -0.071



18
Properties=species:S:1:pos:R:3:forces:R:3:nbo_charge:R:1 method="wB97M-V/def2-TZVPD" e_homo_ev=-13.41 smiles="C=CC[C@@H](C)[NH3+]" relative_energy_kj_mol=140.2 charge=+1
C -1.5730 -0.7194 -0.8567 0.925 -1.416 -0.237 -0.672
C -0.5351 0.3226 -0.4701 -0.179 -0.046 -0.083 -0.030
C 0.4175 0.1059 0.7076 0.234 0.110 -0.356 -0.462
C 1.4323 -0.9724 0.3437 0.395 0.495 -0.024 -0.219
C 2.5898 -1.0163 0.9881 -0.198 -0.083 1.083 -0.328
N -1.2175 1.6641 -0.3375 -0.459 0.973 0.425 -0.672
H -2.5843 -0.6590 -0.4650 0.058 0.401 0.283 0.240
H -1.6096 -0.8576 -1.9383 -0.275 0.484 -0.049 0.247
H -1.1745 -1.6939 -0.5517 -0.195 0.102 0.270 0.259
H 0.1580 0.4710 -1.3021 -0.308 0.004 -0.199 0.225
H -0.0380 -0.0868 1.6797 -0.384 -0.166 -0.160 0.239
H 0.9867 1.0382 0.8188 -0.074 -0.020 0.111 0.218
H 1.2266 -1.5808 -0.5298 -0.087 -0.366 0.235 0.210
H 3.3548 -1.7800 0.9830 -0.081 -0.087 -0.826 0.228
H 2.7603 -0.3110 1.8013 -0.099 0.053 -0.100 0.190
H -0.4989 2.3820 -0.4391 -0.272 0.283 -0.144 0.445
H -1.6967 1.8632 0.5464 0.492 -0.541 0.459 0.439
H -1.9984 1.8304 -0.9782 0.507 -0.180 -0.687 0.446



13
Properties=species:S:1:pos:R:3:forces:R:3:nbo_charge:R:1 method="wB97M-V/def2-TZVPD" e_homo_ev=-9.23 relative_energy_kj_mol=293.7
C 0.8650 -0.8290 -1.5500 0.003 -0.105 0.081 -0.614
C -0.2924 0.3063 0.3244 0.026 -1.822 0.669 0.184
C 0.7763 -0.3590 -0.1243 -0.682 0.590 -0.464 -0.197
N -1.6164 0.5681 -0.0248 0.776 0.953 0.574 -0.666
C -1.0757 0.8376 1.3918 -0.356 0.291 -3.815 0.420
C 1.8376 -0.6261 0.7635 0.363 -0.218 0.557 0.266
N -1.3382 1.8039 2.0943 -1.153 1.291 1.425 -0.541
N 2.6592 -0.9433 1.5027 0.194 0.082 -0.008 -0.304
H -2.2400 -0.1217 -0.4105 0.061 -0.530 0.186 0.397
H -2.2502 2.2037 1.7589 0.779 -0.552 0.934 0.370
H 0.1831 -0.2516 -2.1712 0.007 -0.003 -0.061 0.225
H 0.6088 -1.8865 -1.6411 0.009 -0.004 0.015 0.225
H 1.8829 -0.7023 -1.9137 -0.026 0.025 -0.094 0.234



Calculated total energy per entry: -2597.38420; -1421.56445; -252.17772; -357.66075 hartree